Record 1
{
  "formula": "C2HFIO4S",
  "method": "ωB97M-V with the def2-TZVPD basis set",
  "elements": ["C", "C", "O", "O", "O", "O", "F", "S", "I", "H"],
  "xyz": [[0.9228, -0.8951, 0.6447], [-0.3939, -0.0193, 0.8551], [-1.6039, 1.6331, -1.2692], [0.9526, -1.7839, 1.4511], [-0.5638, 0.8595, 1.5719], [0.7249, 1.9469, -1.2307], [0.5846, -1.1035, -0.9246], [-0.3165, 1.0719, -1.6620], [-2.1899, -1.2909, 0.1726], [1.8830, -0.4186, 0.3911]],
  "forces_ev_per_angstrom": [[0.506, 1.816, -1.061], [0.558, -1.998, 0.260], [0.549, -0.954, -0.775], [-0.369, -2.265, 0.909], [-0.455, 1.952, 1.110], [1.572, -0.081, 0.031], [0.355, -1.051, -0.603], [-2.107, 1.732, -0.303], [-0.240, -0.113, 0.262], [-0.370, 0.963, 0.168]],
  "e_above_lowest_ev": 0.539,
  "mol_weight_g_mol": 267.0,
  "orbital_gap_ev": 7.47,
  "charge": -1,
  "homo_energy_ha": -0.1793
}

---

Record 2
{
  "formula": "C2HFN2O",
  "method": "ωB97M-V with the def2-TZVPD basis set",
  "elements": ["C", "C", "N", "N", "O", "F", "H"],
  "xyz": [[0.0377, -0.0640, 1.4174], [0.1778, 0.5437, 0.2462], [-0.1083, -0.4468, 2.5142], [0.1887, 1.5044, -0.4138], [0.2737, 2.1905, -1.3539], [-0.0813, -1.4358, -1.0488], [-0.4883, -2.2920, -1.3612]],
  "forces_ev_per_angstrom": [[-0.617, -1.478, 4.526], [0.126, 1.593, -0.749], [0.310, 0.353, -2.091], [0.293, -1.894, -0.327], [-0.046, 1.894, -1.048], [-1.406, -3.239, -1.322], [1.339, 2.771, 1.011]],
  "e_above_lowest_ev": 2.811,
  "mol_weight_g_mol": 88.0,
  "orbital_gap_ev": 10.16,
  "smiles": "N#CC#[N+][O-].F",
  "homo_energy_ha": -0.3804
}

---

Record 3
{
  "formula": "C2HFNO4",
  "method": "ωB97M-V with the def2-TZVPD basis set",
  "elements": ["C", "C", "N", "O", "O", "O", "O", "F", "H"],
  "xyz": [[-1.9051, -0.3251, 0.0765], [0.6409, 0.7038, -0.1497], [1.3725, -0.3497, 0.1307], [-2.4404, 0.5029, -0.5520], [-1.4832, -1.1838, 0.6816], [1.6209, -0.4702, 1.3868], [1.8735, -1.1026, -0.7426], [0.3657, 1.1465, -1.4411], [-0.0447, 1.0783, 0.6098]],
  "forces_ev_per_angstrom": [[-1.369, 1.975, -1.829], [-1.051, 1.006, -0.225], [0.445, 0.932, 0.267], [0.198, -0.128, 0.276], [0.863, -2.162, 1.608], [-0.116, -0.848, -0.106], [0.076, -0.184, -0.156], [0.278, -0.825, 0.506], [0.677, 0.233, -0.342]],
  "e_above_lowest_ev": 0.117,
  "mol_weight_g_mol": 122.0,
  "orbital_gap_ev": 6.53,
  "charge": -1,
  "homo_energy_ha": -0.1134
}

---

Record 4
{
  "formula": "C2HFNdO",
  "method": "ωB97M-V with the def2-TZVPD basis set",
  "elements": ["H", "C", "C", "O", "F", "Nd"],
  "xyz": [[1.2586, 1.0178, -0.4028], [0.2916, 0.1104, 0.0434], [0.2266, 0.5058, -1.2762], [-0.4519, 0.0829, 0.9956], [0.1751, -0.3915, -2.2070], [-1.5000, -1.3255, 2.8470]],
  "forces_ev_per_angstrom": [[0.333, 0.201, -0.741], [-1.304, 1.014, -3.208], [0.161, -3.410, 1.382], [-0.846, -1.331, 3.814], [0.965, 2.261, 0.078], [0.691, 1.264, -1.326]],
  "mol_weight_g_mol": 204.3,
  "s2": 4.011,
  "orbital_gap_ev": [6.62, 4.57],
  "charge": 3,
  "spin_multiplicity": 4,
  "homo_energy_ha": [-0.8764, -0.8394]
}

---

Record 5
{
  "formula": "C2HFO2Y",
  "method": "ωB97M-V with the def2-TZVPD basis set",
  "elements": ["C", "C", "O", "Y", "F", "H", "O"],
  "xyz": [[-0.5951, -1.7178, -0.3087], [-1.3087, -1.5575, -1.4126], [-1.9708, -1.4474, -2.3540], [1.3058, 1.0039, 0.7516], [-0.3812, -0.5955, 0.5012], [-0.2265, -2.6658, 0.0687], [3.0260, 1.2675, -0.1711]],
  "forces_ev_per_angstrom": [[0.024, -0.909, -0.427], [-0.864, 0.135, -0.556], [0.818, -0.079, 0.831], [5.484, 1.284, -2.523], [0.001, 0.172, 0.025], [-0.081, 0.397, -0.079], [-5.382, -0.999, 2.730]],
  "e_above_lowest_ev": 0.000,
  "mol_weight_g_mol": 164.9,
  "orbital_gap_ev": 7.60,
  "charge": 1,
  "homo_energy_ha": -0.4998
}

---

Record 6
{
  "formula": "C2HIN2O",
  "method": "ωB97M-V with the def2-TZVPD basis set",
  "elements": ["C", "C", "N", "N", "O", "I", "H"],
  "xyz": [[0.2876, 0.7559, -0.2819], [0.4177, -0.5334, 0.1307], [-1.0350, 1.0642, -0.2536], [-1.7078, 0.0904, 0.1408], [-0.9358, -0.9661, 0.4138], [1.9395, -1.8775, 0.4120], [1.0338, 1.4664, -0.5618]],
  "forces_ev_per_angstrom": [[0.700, -1.447, 0.466], [-2.288, -0.219, 0.325], [-0.462, 0.695, -0.131], [-1.324, 0.323, -0.010], [3.457, 0.272, -0.476], [-0.270, 0.249, -0.045], [0.187, 0.126, -0.129]],
  "e_above_lowest_ev": 0.552,
  "mol_weight_g_mol": 195.9,
  "orbital_gap_ev": 9.94,
  "smiles": "Ic1cnno1",
  "homo_energy_ha": -0.3635
}

---

Record 7
{
  "formula": "C2HIN2O2",
  "method": "ωB97M-V with the def2-TZVPD basis set",
  "elements": ["C", "C", "N", "N", "O", "O", "I", "H"],
  "xyz": [[-0.0711, 0.6660, 1.1978], [0.1692, 0.4119, -0.2034], [-0.4258, 0.8225, 2.2951], [-0.2227, -1.0574, -0.4268], [-1.3181, -1.3732, -0.6317], [0.7015, -1.8243, -0.2964], [2.0989, 0.8517, -0.9349], [-0.9320, 1.5028, -0.9997]],
  "forces_ev_per_angstrom": [[-0.813, 0.388, 1.421], [-2.501, 2.704, -1.681], [0.789, -0.189, -1.638], [3.143, 0.192, 0.365], [-3.785, 0.013, -0.715], [0.782, -0.104, 0.103], [-0.255, 0.033, 0.170], [2.641, -3.037, 1.975]],
  "e_above_lowest_ev": 4.309,
  "mol_weight_g_mol": 211.9,
  "orbital_gap_ev": [8.99, 9.00],
  "homo_energy_ha": [-0.3883, -0.3883]
}

---

Record 8
{
  "formula": "C2HIS",
  "method": "ωB97M-V with the def2-TZVPD basis set",
  "elements": ["C", "C", "S", "I", "H"],
  "xyz": [[1.3599, -0.1414, 0.0013], [0.2696, 0.3644, 0.0000], [-1.2308, 1.1230, -0.0005], [-2.7063, -0.7545, -0.0003], [2.3076, -0.5916, -0.0005]],
  "forces_ev_per_angstrom": [[-0.508, 0.229, -0.005], [-0.079, 0.001, 0.003], [0.079, 0.017, 0.000], [-0.027, -0.023, 0.000], [0.536, -0.224, 0.002]],
  "e_above_lowest_ev": 0.000,
  "mol_weight_g_mol": 184.0,
  "orbital_gap_ev": 7.77,
  "smiles": "C#CSI",
  "homo_energy_ha": -0.3264
}

---

Record 9
{
  "formula": "C2HIrO3",
  "method": "ωB97M-V with the def2-TZVPD basis set",
  "elements": ["C", "O", "C", "O", "O", "Ir", "H"],
  "xyz": [[-0.3224, -1.2268, -0.2062], [-1.3911, -0.4814, -0.2262], [-0.4599, 0.9433, -0.0579], [0.6826, 0.2616, -0.0491], [-0.9059, 2.0090, -0.0313], [2.5612, 0.5325, 0.0458], [-0.1645, -2.0382, 0.5250]],
  "forces_ev_per_angstrom": [[0.714, -1.409, -0.986], [-0.651, 0.996, 0.363], [0.712, 2.413, -0.015], [-4.376, -0.960, 0.266], [-0.193, -1.732, -0.138], [3.989, 0.859, 0.080], [-0.195, -0.166, 0.429]],
  "e_above_lowest_ev": 2.652,
  "mol_weight_g_mol": 265.2,
  "s2": 8.782,
  "orbital_gap_ev": [8.11, 6.11],
  "charge": 3,
  "spin_multiplicity": 6,
  "homo_energy_ha": [-0.9672, -1.0538]
}

---

Record 10
{
  "formula": "C2HKLiO3",
  "method": "ωB97M-V with the def2-TZVPD basis set",
  "elements": ["C", "H", "O", "C", "O", "O", "Li", "K"],
  "xyz": [[1.1383, -1.1837, -0.0991], [1.0439, -2.2250, -0.4702], [-0.2592, -0.9002, 0.1616], [-0.6085, 0.3161, 0.6169], [0.0175, 1.2936, 0.1010], [-1.8538, 0.4250, 0.8284], [-1.9499, 1.2372, -0.9207], [2.4717, 1.0370, -0.2178]],
  "forces_ev_per_angstrom": [[-0.534, -0.480, -0.308], [0.082, 0.230, 0.176], [1.086, -0.910, 1.754], [-2.218, -0.376, -4.833], [0.961, 1.374, 0.833], [-0.439, 0.133, 1.125], [0.660, -0.238, 1.241], [0.403, 0.267, 0.012]],
  "e_above_lowest_ev": 2.935,
  "mol_weight_g_mol": 119.1,
  "s2": 0.755,
  "orbital_gap_ev": [4.38, 5.99],
  "spin_multiplicity": 2,
  "homo_energy_ha": [-0.1851, -0.2496]
}

---

Record 11
{
  "formula": "C2HLiMgO2",
  "method": "ωB97M-V with the def2-TZVPD basis set",
  "elements": ["O", "C", "C", "H", "Li", "Mg", "O"],
  "xyz": [[-1.6310, -0.0267, 0.4023], [-0.9888, 0.9254, -0.1879], [0.2501, 0.6512, -0.8022], [0.1550, 0.0903, -1.7462], [-0.5909, -1.5989, 0.2529], [1.3292, 0.0329, 2.1626], [1.4764, -0.0743, -0.0815]],
  "forces_ev_per_angstrom": [[0.578, 3.390, -1.252], [-0.069, -4.538, 1.486], [3.619, -3.291, 1.715], [0.105, 1.370, -0.238], [0.483, 0.486, 0.228], [0.174, -0.070, -0.586], [-4.891, 2.652, -1.352]],
  "e_above_lowest_ev": 4.687,
  "mol_weight_g_mol": 88.3,
  "orbital_gap_ev": [5.01, 4.62],
  "homo_energy_ha": [-0.2197, -0.2208]
}

---

Record 12
{
  "formula": "C2HLiO2",
  "method": "ωB97M-V with the def2-TZVPD basis set",
  "elements": ["C", "C", "H", "O", "Li", "O"],
  "xyz": [[-0.7165, -0.3186, -0.3964], [0.5453, -0.7353, -0.1696], [-1.1204, -1.2524, 0.2344], [1.8067, -0.0604, -0.0710], [0.6718, 1.4607, 0.5625], [-1.1870, 0.9060, -0.1598]],
  "forces_ev_per_angstrom": [[-0.224, -2.217, 2.968], [5.451, 2.116, -0.507], [-1.084, 1.114, -1.519], [-3.983, -1.087, 0.012], [-0.630, -1.224, -0.908], [0.470, 1.298, -0.044]],
  "e_above_lowest_ev": 0.667,
  "mol_weight_g_mol": 64.0,
  "s2": 0.764,
  "orbital_gap_ev": [4.38, 4.17],
  "charge": -1,
  "spin_multiplicity": 2,
  "homo_energy_ha": [-0.0605, -0.0536]
}

---

Q: Which formula does entry 4 have?
A: C2HFNdO

---

Q: Which formula does entry 9 have?
A: C2HIrO3